Record 1
A 2-piece molecular cluster, C25H36F9IN3O8PS overall, computed with ωB97M-V with the def2-TZVPD basis set.

As for the energy: -100024.1263 eV. Its charge is -2.

Each line ends with the Löwdin charge.
Positions of all 84 atoms, in Å:
I  -1.82  -4.72  -4.19  0.653
S  0.79  5.12  -4.94  1.029
P  1.27  3.31  6.37  -0.131
F  0.34  6.21  -6.17  -0.208
F  2.18  6.06  -4.69  -0.192
F  0.00  6.08  -3.81  -0.175
F  -1.80  5.03  -5.60  0.023
F  -2.65  2.84  -4.54  0.005
F  -0.51  3.44  -6.61  0.045
F  -1.32  3.68  -2.89  0.049
F  1.64  4.25  -6.15  -0.216
F  1.39  4.04  -3.80  -0.178
O  2.61  3.35  5.61  -0.235
O  0.44  -2.06  -4.49  -0.174
O  -4.74  -0.76  3.09  -0.095
O  0.89  4.73  6.81  -0.222
O  1.12  -2.65  -6.34  -0.047
O  -5.69  0.70  4.63  0.022
O  1.41  2.42  7.61  -0.226
O  0.19  2.74  5.46  -0.237
N  -0.80  -3.97  -1.37  -0.060
N  1.08  -3.03  -5.19  -0.081
N  -0.09  -3.28  -0.44  -0.198
C  -0.73  4.10  -5.34  -0.291
C  1.65  0.57  -3.37  -0.198
C  -0.37  -3.73  0.98  -0.161
C  -1.26  3.11  -4.20  -0.285
C  -1.49  -2.72  1.55  -0.173
C  -2.98  -3.18  1.06  -0.183
C  4.00  -1.87  2.03  -0.219
C  -4.63  0.26  4.08  -0.378
C  -4.20  -0.30  1.81  -0.180
C  1.67  -1.52  0.68  -0.152
C  1.18  -1.66  -1.97  -0.072
C  2.22  -0.48  -2.28  -0.168
C  4.54  -0.48  2.69  -0.237
C  -2.07  0.10  4.79  0.043
C  -3.25  0.88  4.59  -0.056
C  0.32  -2.43  -3.08  -0.239
C  -0.56  1.63  -4.22  -0.070
C  3.44  0.69  2.68  -0.233
C  -0.64  -3.60  -2.71  -0.634
C  2.29  0.28  3.76  -0.107
C  0.88  -2.21  -0.52  -0.098
C  3.29  -1.68  0.60  -0.195
C  -4.78  -1.22  0.62  -0.169
C  0.26  1.28  -2.88  -0.162
C  -3.63  -2.19  -0.03  -0.206
H  4.93  -0.67  3.77  0.111
H  -5.24  -0.52  -0.17  0.109
H  2.59  -0.71  4.29  0.076
H  4.96  -2.50  1.83  0.099
H  -4.50  0.81  1.68  0.139
H  5.46  -0.13  2.09  0.101
H  1.28  0.13  3.26  0.062
H  0.58  -3.80  1.61  0.104
H  0.59  2.18  -2.26  0.106
H  -0.39  0.54  -2.27  0.123
H  -1.32  -1.69  1.03  0.101
H  3.54  -2.58  -0.06  0.111
H  -1.30  0.47  5.56  0.075
H  3.22  -0.96  -2.60  0.117
H  1.32  -1.80  1.73  0.088
H  -4.17  -2.76  -0.88  0.110
H  2.19  1.07  4.58  0.044
H  -1.83  -0.85  4.19  0.057
H  3.75  -0.72  0.13  0.100
H  -0.86  -4.78  0.97  0.116
H  -1.44  -2.52  2.67  0.089
H  1.59  0.15  -4.43  0.096
H  1.48  -0.38  0.58  0.108
H  0.09  1.51  -5.15  0.119
H  -2.95  -4.24  0.59  0.101
H  -5.64  -1.86  1.04  0.118
H  -3.20  1.99  4.85  0.119
H  3.37  -2.50  2.76  0.098
H  -1.40  0.83  -4.31  0.145
H  -3.66  -3.17  1.99  0.103
H  3.02  0.91  1.64  0.088
H  -2.88  -1.49  -0.55  0.109
H  2.43  0.13  -1.32  0.097
H  3.94  1.65  3.06  0.105
H  2.42  1.44  -3.40  0.109
H  -3.05  -0.34  1.83  0.119

***

Record 2
C55H66IrN3O5P as an isolated structure, computed with ωB97M-V with the def2-TZVPD basis set.

As for the expectation value of S²: 8.827. As for the spin multiplicity: 6. As for the relative energy (zero: lowest compared OMol25 entry of this formula, charge and spin): 96.3 kJ/mol.

Each line ends with the Löwdin charge.
Positions of all 131 atoms, in Å:
Ir  -0.05  -1.87  -0.13  1.312
P  1.20  -1.51  -3.82  0.797
O  -3.51  -4.43  0.23  -0.015
O  -1.75  -3.26  1.02  0.018
O  1.17  -1.92  2.27  -0.126
O  -1.51  -0.64  -1.11  -0.222
O  0.35  -2.04  -2.71  -0.396
N  -0.24  -4.25  -1.01  -0.004
N  -0.53  0.02  1.25  0.073
N  -1.53  -4.70  -0.74  0.020
C  3.30  -2.81  -5.22  -0.083
C  -2.22  4.66  0.74  -0.551
C  -0.71  -2.76  -7.17  -0.077
C  -0.45  3.23  5.30  -0.041
C  -0.30  -0.01  2.60  -0.155
C  0.36  -1.50  -5.42  -0.268
C  2.55  2.80  -3.19  -0.066
C  2.69  -2.53  -4.00  -0.267
C  1.66  -1.47  1.02  -0.246
C  -2.53  2.81  -1.01  0.015
C  -1.68  0.58  -0.74  -0.304
C  -1.23  2.36  0.93  0.014
C  -0.59  0.78  4.89  -0.165
C  4.47  -3.57  -5.25  -0.078
C  0.62  -1.30  4.49  -0.090
C  -1.95  2.03  -3.92  -0.034
C  -1.98  3.25  0.20  -0.170
C  -1.04  1.91  5.82  -0.551
C  -0.60  -0.37  -7.32  -0.070
C  -1.13  1.01  0.55  -0.180
C  1.13  0.96  -2.60  -0.074
C  2.81  -0.66  1.04  -0.236
C  -2.24  -4.05  0.23  -0.580
C  3.20  2.02  -4.13  -0.074
C  0.07  -0.32  -6.10  -0.068
C  -4.32  -3.83  1.25  -0.028
C  3.35  -0.08  2.23  -0.025
C  -4.32  1.85  -3.11  -0.055
C  1.52  2.28  -2.42  -0.051
C  2.81  0.70  -4.32  -0.078
C  1.77  0.18  -3.55  -0.283
C  -0.05  -2.72  -5.96  -0.083
C  -0.87  0.86  3.54  0.034
C  1.25  -2.59  5.04  -0.522
C  4.47  0.72  2.18  -0.095
C  -3.05  4.54  2.03  -0.039
C  3.50  -0.40  -0.17  -0.058
C  3.26  -2.98  -2.82  -0.075
C  -0.88  5.35  1.05  -0.044
C  0.44  -3.78  4.49  -0.035
C  -2.38  1.54  -1.53  -0.086
C  4.63  0.39  -0.20  -0.099
C  0.11  -0.33  5.35  0.029
C  -0.57  1.71  7.26  -0.066
C  -2.58  2.01  5.82  -0.042
C  -0.98  -1.59  -7.86  -0.077
C  0.51  -1.07  3.11  -0.177
C  5.12  0.97  0.97  -0.108
C  2.73  -2.72  4.64  -0.038
C  -2.99  5.55  -0.24  -0.067
C  1.18  -2.65  6.57  -0.071
C  4.43  -3.73  -2.85  -0.064
C  -2.96  -0.18  -3.40  -0.053
C  -2.90  1.29  -2.96  -0.517
C  5.03  -4.02  -4.07  -0.078
H  -3.63  -0.75  -2.76  0.089
H  -0.33  4.82  1.83  0.072
H  -4.98  1.43  -2.35  0.092
H  0.15  -2.61  6.92  0.087
H  -3.11  6.55  0.19  0.083
H  0.15  -3.64  -5.41  0.113
H  -3.33  -0.23  -4.42  0.082
H  3.15  -0.88  -1.07  0.068
H  0.37  0.63  -5.68  0.100
H  -0.61  -3.69  4.79  0.091
H  3.30  -1.86  5.00  0.088
H  -2.90  2.84  6.44  0.085
H  -5.32  -4.22  1.12  0.093
H  1.75  -1.84  7.03  0.086
H  2.85  -2.79  3.57  0.075
H  -3.94  -4.10  2.24  0.098
H  -1.95  3.10  -3.71  0.084
H  -3.07  3.53  -1.61  0.088
H  -0.85  2.58  7.85  0.083
H  5.94  -4.61  -4.10  0.105
H  3.30  0.08  -5.06  0.107
H  2.78  -2.74  -1.87  0.083
H  0.44  -4.98  -0.83  0.103
H  -4.31  -2.75  1.15  0.099
H  -3.99  5.16  -0.44  0.085
H  -2.46  5.65  -1.19  0.087
H  4.86  1.14  3.10  0.099
H  -3.26  5.53  2.44  0.086
H  4.94  -3.79  -6.20  0.104
H  -1.05  6.37  1.40  0.084
H  -1.02  -3.71  -7.58  0.105
H  0.51  1.61  7.31  0.089
H  -0.86  3.49  4.33  0.056
H  -0.93  1.66  -3.81  0.057
H  4.86  -4.09  -1.92  0.110
H  -0.67  4.04  5.99  0.084
H  -4.35  2.94  -3.03  0.070
H  -1.03  0.83  7.72  0.086
H  0.64  3.14  5.20  0.094
H  3.15  -3.62  5.10  0.083
H  1.61  -3.60  6.90  0.083
H  2.85  -0.24  3.17  0.094
H  0.49  -3.82  3.40  0.075
H  4.01  2.43  -4.72  0.104
H  0.25  -0.46  6.41  0.085
H  -1.98  -0.66  -3.36  0.057
H  -0.14  -3.89  -1.96  0.059
H  2.86  3.83  -3.04  0.105
H  -1.59  1.58  3.19  0.095
H  5.14  0.55  -1.14  0.098
H  -0.67  2.70  1.79  0.105
H  -4.00  4.05  1.81  0.092
H  -1.48  -1.62  -8.81  0.105
H  -2.96  2.17  4.81  0.071
H  -2.27  1.88  -4.96  0.084
H  6.00  1.59  0.94  0.091
H  1.02  2.89  -1.68  0.110
H  -2.04  -5.23  -1.42  0.152
H  -0.82  0.55  -7.84  0.107
H  -3.02  1.09  6.20  0.089
H  2.85  -2.47  -6.15  0.107
H  0.34  0.52  -2.00  0.082
H  0.83  -4.72  4.89  0.084
H  -0.26  5.38  0.15  0.087
H  -4.72  1.59  -4.09  0.082
H  -2.52  3.96  2.78  0.055